(1)
104
Properties=species:S:1:pos:R:3:forces:R:3:lowdin_charge:R:1 method="wB97M-V/def2-TZVPD" total_energy_ev=-62780.98988 homo_lumo_gap_ev=9.8 lumo_energy_ev=0.69 smiles=CCCCCCCCC[C@@H](CO[C@H](CCCCCCCCCCCOC)C(F)(F)F)NP(N)O.CO.CO.CO molar_mass_g_mol=612.80
C -0.36749 -0.47419 4.57331 0.01 0.06 -0.07 -0.111
C 1.08484 -0.90764 4.73780 -0.07 0.03 -0.10 -0.268
C 1.29984 -2.39027 4.44745 0.01 -0.10 0.09 -0.220
C 1.23564 -2.75646 2.96141 -0.01 0.19 -0.10 -0.207
C 2.16082 -3.91687 2.57013 -0.09 0.07 0.00 -0.207
C 3.51802 -3.40703 2.08752 -0.03 -0.06 0.00 -0.205
C 3.44628 -2.83290 0.67181 0.07 -0.02 0.03 -0.205
C 4.56051 -1.84226 0.34823 0.02 0.00 -0.01 -0.190
C 4.57604 -0.63636 1.29383 0.08 -0.08 -0.12 -0.167
C 5.17608 0.62298 0.67336 0.15 0.02 0.04 -0.362
C 4.31289 1.18900 -0.44714 0.08 0.18 -0.05 -0.198
O 2.94968 1.26052 -0.05341 -0.13 0.06 0.00 -0.147
C 2.01913 0.70270 -0.94829 0.12 -0.13 0.00 -0.237
C 1.84879 1.55183 -2.20958 -0.07 0.07 0.01 -0.114
C 1.28531 0.83107 -3.43498 -0.02 -0.10 -0.03 -0.174
C -0.24593 0.64977 -3.44181 0.02 0.10 -0.05 -0.203
C -0.95111 1.32084 -4.63080 0.04 -0.01 -0.01 -0.206
C -2.33047 1.88639 -4.29941 -0.06 -0.03 0.03 -0.221
C -3.27975 0.90412 -3.62153 0.01 -0.07 0.03 -0.219
C -4.60246 1.55597 -3.20569 -0.04 -0.02 0.00 -0.200
C -4.56845 2.16585 -1.79000 0.03 0.11 -0.04 -0.211
C -5.55448 1.50811 -0.82822 0.05 -0.08 0.02 -0.202
C -7.02000 1.80733 -1.17960 -0.03 0.03 -0.15 -0.175
C -7.87285 0.57489 -1.37048 0.04 -0.14 0.15 -0.262
O -8.01699 -0.05102 -0.10741 0.06 0.03 0.09 -0.189
C -8.63448 -1.31859 -0.14366 -0.01 -0.01 -0.06 -0.109
C 0.73641 0.51357 -0.13607 -0.37 -0.01 -0.12 -0.538
F 0.98095 0.21211 1.15244 -0.11 0.05 -0.32 0.136
F -0.05763 1.60659 -0.14388 0.21 -0.18 0.17 0.138
F 0.00664 -0.49763 -0.65932 0.15 0.15 0.21 0.137
N 5.48848 1.64407 1.69721 -0.44 0.01 0.07 -0.170
P 4.31706 2.83489 2.04348 0.01 0.08 -0.16 0.797
N 5.20241 3.63279 3.27250 -0.08 -0.17 0.18 -0.183
O 3.22965 1.94830 2.94719 -0.07 0.25 0.04 -0.300
H -0.71227 -0.64069 3.55054 -0.03 -0.03 0.02 0.065
H -0.49615 0.58704 4.79184 0.02 0.01 0.00 0.067
H -1.02116 -1.02974 5.24892 -0.01 -0.04 -0.02 0.071
H 1.42004 -0.67636 5.75119 0.00 0.00 0.03 0.103
H 1.71176 -0.32354 4.05578 0.07 0.03 0.08 0.087
H 2.27172 -2.70105 4.84396 0.04 0.06 -0.02 0.106
H 0.54686 -2.96571 4.99715 0.09 -0.08 0.05 0.111
H 0.20887 -2.97117 2.65903 -0.04 0.00 0.07 0.113
H 1.52861 -1.86662 2.39225 -0.05 -0.08 -0.04 0.080
H 1.70273 -4.52372 1.78718 0.07 -0.05 0.04 0.089
H 2.30401 -4.56818 3.43653 -0.07 -0.08 -0.02 0.109
H 4.25470 -4.21561 2.09934 0.05 0.02 0.05 0.109
H 3.87358 -2.64729 2.79035 0.01 0.00 0.01 0.104
H 2.48118 -2.33593 0.52691 0.00 0.03 0.02 0.101
H 3.47606 -3.66283 -0.03893 -0.08 0.01 -0.04 0.115
H 5.52975 -2.34892 0.39014 0.02 0.01 -0.02 0.118
H 4.44514 -1.50906 -0.68798 -0.02 -0.01 0.00 0.098
H 3.56797 -0.41248 1.64790 0.01 0.02 0.04 0.101
H 5.18181 -0.88283 2.16959 -0.09 0.01 0.07 0.116
H 6.11971 0.34490 0.18516 0.05 0.06 0.08 0.144
H 4.65022 2.19976 -0.69619 0.09 -0.07 -0.05 0.116
H 4.43813 0.56778 -1.33749 -0.14 -0.04 0.01 0.124
H 2.32284 -0.31387 -1.23933 0.08 0.01 0.07 0.158
H 2.84927 1.91985 -2.44238 0.03 -0.02 -0.04 0.116
H 1.24530 2.43178 -1.97799 0.04 0.03 0.03 0.130
H 1.78859 -0.13543 -3.53570 0.00 -0.01 -0.01 0.113
H 1.57834 1.40649 -4.31565 0.00 0.00 -0.01 0.104
H -0.48355 -0.41402 -3.42565 -0.11 0.01 0.09 0.113
H -0.66394 1.06880 -2.52445 0.04 0.01 0.01 0.087
H -0.32120 2.13633 -4.99691 -0.04 0.03 -0.05 0.103
H -1.05143 0.61544 -5.46097 0.09 -0.04 0.00 0.112
H -2.21645 2.77720 -3.67114 0.01 -0.03 0.07 0.118
H -2.80714 2.22082 -5.22575 0.03 0.11 0.01 0.111
H -3.46210 0.05952 -4.29312 -0.01 0.03 -0.07 0.115
H -2.80744 0.48187 -2.72975 -0.01 -0.06 -0.01 0.101
H -5.40067 0.81154 -3.25947 -0.03 0.02 0.04 0.100
H -4.86601 2.32405 -3.93758 -0.01 -0.04 -0.06 0.108
H -3.55673 2.08676 -1.38139 0.02 -0.02 -0.02 0.102
H -4.78718 3.23679 -1.83127 0.00 0.01 0.01 0.109
H -5.40172 0.42407 -0.83380 0.05 0.00 0.00 0.115
H -5.33382 1.83548 0.18863 -0.05 -0.01 0.03 0.108
H -7.06915 2.37561 -2.11399 0.00 0.07 0.05 0.109
H -7.47325 2.41442 -0.39402 -0.07 0.08 -0.08 0.116
H -8.85825 0.82767 -1.77919 -0.01 0.02 0.00 0.112
H -7.39242 -0.10935 -2.08182 -0.02 0.00 0.00 0.115
H -7.93544 -2.07990 0.21150 -0.01 -0.03 -0.02 0.084
H -8.95337 -1.58355 -1.15562 -0.01 -0.01 0.01 0.083
H -9.51192 -1.31906 0.50645 -0.01 0.00 0.00 0.082
H 5.74058 1.16927 2.55973 0.28 -0.03 -0.02 0.075
H 4.71464 4.46177 3.59544 -0.01 -0.05 -0.06 0.043
H 5.39310 3.05175 4.08427 0.00 -0.03 0.07 0.051
H 2.33925 2.04029 2.58138 0.16 -0.10 0.00 0.028
C 2.69636 -7.66658 1.26851 0.02 0.05 0.02 -0.157
O 1.58538 -6.83529 0.96901 -0.06 -0.12 -0.05 -0.131
H 3.54638 -7.00478 1.42355 0.02 -0.02 0.01 0.072
H 2.54076 -8.24855 2.18088 -0.01 0.01 0.01 0.077
H 2.93331 -8.34970 0.44840 0.00 0.01 -0.01 0.075
H 0.81325 -7.39163 0.83169 0.02 0.02 0.00 0.077
C 8.89651 4.53202 3.06381 0.00 0.06 -0.01 -0.181
O 7.72579 5.25701 3.38407 0.03 -0.08 0.10 -0.147
H 9.72917 5.23326 3.09393 0.02 -0.02 -0.01 0.072
H 9.10017 3.73124 3.78274 -0.01 0.00 0.01 0.071
H 8.84948 4.09557 2.06122 -0.01 0.00 0.00 0.073
H 6.97516 4.64516 3.35404 -0.02 0.04 -0.21 0.005
C -9.56923 1.72088 -4.63343 0.03 0.01 0.04 -0.158
O -8.69605 0.60735 -4.50825 -0.03 -0.01 -0.08 -0.130
H -9.44684 2.31676 -3.73099 -0.01 0.02 0.00 0.070
H -9.31857 2.34505 -5.49517 0.01 0.00 0.00 0.077
H -10.61655 1.41610 -4.70724 0.00 -0.01 0.01 0.078
H -8.77989 0.06354 -5.29670 0.02 0.01 0.03 0.076

(2)
62
Properties=species:S:1:pos:R:3:forces:R:3:lowdin_charge:R:1 method="wB97M-V/def2-TZVPD" total_energy_ev=-59715.68217 homo_lumo_gap_ev=4.6 lumo_energy_ev=2.44 total_charge=-1 molar_mass_g_mol=597.91
La -0.22712 -0.56582 0.67561 0.38 -1.06 0.82 1.461
Cl -0.92150 -2.26959 2.77791 -0.63 -0.34 0.63 -0.206
N -0.89425 -2.22728 -0.67968 1.02 -2.70 -3.66 -0.113
N 0.51960 0.85209 2.20717 3.77 2.74 1.68 -0.125
C -0.29884 -2.45738 -1.83469 -1.40 0.89 2.92 -0.330
C 1.56618 1.62913 1.98538 -2.82 -1.83 0.40 -0.328
C -2.28066 -2.68932 -0.68140 1.09 0.18 -0.09 -0.567
C -2.49108 -2.79246 -2.19046 0.46 0.07 -0.29 -0.032
C -3.25699 -1.71952 0.01053 0.11 -0.05 -0.30 -0.049
C -2.20921 -4.02667 0.04024 -0.30 -0.01 -0.24 -0.041
H -3.21903 -0.71785 -0.45052 -0.01 -0.40 0.07 0.055
H -3.06856 -1.63108 1.09900 -0.02 -0.26 -0.51 0.044
H -4.25499 -2.14389 -0.14537 -0.05 0.24 0.20 0.091
H -1.48681 -4.65885 -0.49437 -0.31 -0.07 0.19 0.098
H -3.21386 -4.44197 0.00284 -0.08 -0.52 0.20 0.080
H -1.86835 -3.88056 1.07698 -0.18 -0.04 -0.40 0.012
C -0.36320 1.39927 3.23392 0.90 -0.15 -0.60 -0.565
C 0.11899 2.84877 3.19182 0.33 0.15 -0.22 -0.037
C 0.01438 0.64615 4.49866 -0.10 0.26 0.06 -0.039
C -1.85409 1.24629 2.90615 0.17 0.20 -0.10 -0.050
H -2.07640 1.70417 1.93466 0.08 -0.04 0.32 0.038
H -2.38737 1.81343 3.67425 -0.27 -0.20 -0.06 0.094
H -2.18533 0.19069 2.91075 0.26 0.41 0.24 0.041
H 1.08969 0.78689 4.67003 -0.26 -0.04 0.23 0.096
H -0.19884 -0.42689 4.37945 0.04 0.42 0.06 0.015
H -0.58169 1.08443 5.29660 0.10 -0.17 0.50 0.081
O 1.48753 2.79644 2.59684 -0.39 0.74 0.80 0.040
H 0.19712 3.27014 4.19341 0.06 0.36 -0.23 0.129
H -0.47252 3.41569 2.46425 0.09 0.14 0.46 0.112
O -1.11942 -2.89482 -2.77570 -1.27 -0.49 -0.46 0.033
H -2.89491 -1.84785 -2.58004 -0.13 -0.41 -0.08 0.137
H -3.05573 -3.68503 -2.45792 0.04 0.19 -0.38 0.128
C 1.15917 -2.28325 -2.10772 0.10 -0.03 -0.39 -0.047
C 2.76210 1.27379 1.16274 0.27 0.36 -0.13 -0.043
C 2.56640 0.84712 -0.30521 0.71 -0.51 -1.49 -0.219
H 3.27182 0.43436 1.69187 -0.30 0.46 -0.27 0.140
H 3.38882 2.17438 1.17163 0.01 -0.38 0.23 0.100
C 1.86464 -0.29824 -0.65053 -2.45 0.06 1.14 -0.268
C 1.79210 -0.89276 -1.90070 1.34 1.05 -0.11 -0.222
H 1.54513 -1.69593 0.99379 0.56 -0.84 0.53 -0.100
C 2.54950 -0.28084 -2.91567 -0.42 -0.86 0.83 -0.248
C 3.27808 0.86593 -2.60669 -0.02 0.07 -0.11 -0.028
C 2.64121 -0.91694 -4.25513 0.22 0.35 -0.46 -0.070
C 3.31754 1.43854 -1.33760 -0.27 -0.57 1.12 -0.248
H 3.87801 1.31390 -3.38736 0.10 0.10 -0.15 0.095
C 4.21249 2.58515 -1.03533 0.19 0.35 -0.49 -0.069
H 4.64021 2.90529 -1.98026 0.29 0.41 0.00 0.065
H 5.02379 2.29514 -0.35824 -0.07 0.11 -0.06 0.085
H 3.64596 3.40641 -0.59028 0.19 0.09 -0.03 0.083
H 3.15154 -1.88527 -4.20574 -0.08 0.08 -0.09 0.084
H 3.22106 -0.24514 -4.88022 0.05 -0.12 -0.49 0.065
H 1.64691 -1.05409 -4.68643 0.12 -0.06 -0.16 0.082
H 1.29197 -2.56529 -3.15946 0.07 -0.21 0.37 0.100
H 1.68804 -2.99666 -1.43397 -0.27 0.38 -0.33 0.137
C -3.42475 1.99825 -0.34754 -1.55 0.48 0.04 -0.178
S -1.69780 2.30960 -0.84090 1.25 -3.24 -0.23 0.513
O -1.82027 2.87872 -2.19447 0.36 0.17 2.42 -0.343
O -1.01874 2.92566 0.32256 -1.20 0.81 -1.80 -0.368
O -1.06132 0.90204 -0.91021 -2.21 2.98 -1.59 -0.575
H -3.87185 2.96723 -0.06593 0.41 -0.13 -0.12 0.059
H -3.71671 1.31521 0.48718 1.16 0.36 -0.50 0.055
H -4.03779 1.67095 -1.21049 0.78 0.08 0.14 0.063

(3)
76
Properties=species:S:1:pos:R:3:forces:R:3:lowdin_spin:R:1 method="wB97M-V/def2-TZVPD" multiplicity=6 total_energy_ev=-79826.45749 s2=8.767 homo_lumo_gap_ev="7.6 / 6.6" lumo_energy_ev="-6.28 / -7.35" total_charge=+2 molar_mass_g_mol=851.97
Ir 0.00067 0.44746 0.93790 -0.04 0.10 -0.05 2.886
C 4.38526 0.99105 1.84238 0.07 0.01 -0.04 0.004
O 3.83198 0.03917 2.81677 -0.05 0.01 -0.01 0.010
C 2.61556 -0.20530 2.37289 0.10 0.06 -0.04 0.013
N 2.31165 0.17709 1.19079 -0.03 -0.27 -0.09 0.103
C 3.57557 0.68670 0.58352 -0.06 0.20 0.15 0.009
C 3.35128 1.80005 -0.40590 0.11 -0.09 -0.17 0.000
C 2.62443 1.49655 -1.55591 0.06 -0.09 0.04 -0.001
C 2.38904 2.45953 -2.51819 -0.05 0.06 -0.03 0.000
C 2.88651 3.74818 -2.34530 -0.03 -0.01 -0.01 0.000
C 3.62930 4.04852 -1.21761 0.01 -0.03 0.06 0.000
C 3.86902 3.07409 -0.25272 -0.07 0.11 0.06 0.000
C 1.64284 -0.91512 3.22503 -0.01 -0.05 0.06 0.010
C 1.89155 -1.43313 4.48407 0.01 0.01 -0.03 0.002
C 0.84795 -2.07619 5.13880 -0.01 -0.01 0.02 0.002
C -0.39965 -2.17572 4.53430 0.00 0.00 0.01 0.002
C -0.55277 -1.61417 3.27840 0.03 -0.01 0.04 0.010
N 0.45145 -1.01868 2.64870 0.02 0.01 -0.03 0.101
C -1.79977 -1.57291 2.49373 -0.03 0.00 -0.07 0.006
N -1.87272 -0.92069 1.39593 -0.02 0.01 0.10 0.107
C -3.22933 -1.12344 0.84203 0.04 -0.02 -0.02 0.017
C -3.91365 -1.98163 1.93621 0.02 0.01 0.01 0.004
O -2.86050 -2.22686 2.91941 0.00 -0.02 0.00 0.002
C -3.18482 -1.78059 -0.51730 -0.02 0.01 0.00 0.000
C -3.77943 -1.16766 -1.61269 0.00 0.01 0.01 0.000
C -3.79146 -1.79982 -2.85150 0.00 -0.02 0.00 0.000
C -3.20521 -3.04837 -2.99820 -0.01 0.02 0.00 0.000
C -2.60410 -3.66371 -1.90541 0.01 0.00 0.02 0.000
C -2.59275 -3.03168 -0.67257 0.00 -0.01 -0.01 0.000
H 5.45006 0.80416 1.75913 0.00 -0.01 0.01 0.001
H 4.18591 1.98653 2.23985 0.01 0.00 0.01 0.000
H 4.03394 -0.15765 0.05652 -0.08 -0.03 -0.01 0.000
H 2.26561 0.48154 -1.69573 0.00 0.00 -0.04 0.000
H 1.85415 2.20757 -3.42794 0.02 -0.02 0.01 0.000
H 2.71914 4.50415 -3.10118 0.01 0.00 -0.01 0.000
H 4.03533 5.04195 -1.08392 0.01 0.00 0.00 0.000
H 4.45353 3.34092 0.61810 -0.01 -0.01 0.00 0.000
H 2.86907 -1.32835 4.93345 0.00 0.00 0.00 0.001
H 1.00422 -2.49184 6.12495 0.00 0.00 0.00 0.000
H -1.23303 -2.66109 5.02240 0.00 0.00 0.00 0.001
H -3.71419 -0.15048 0.75269 -0.01 0.00 -0.01 0.009
H -4.24975 -2.94867 1.57291 -0.02 0.00 0.00 0.000
H -4.72484 -1.47037 2.44694 0.00 0.01 0.01 0.000
H -4.26664 -0.20542 -1.49207 0.00 0.00 0.00 0.000
H -4.28689 -1.33014 -3.69197 0.00 0.00 0.00 0.000
H -3.23721 -3.55414 -3.95452 0.00 0.00 0.00 0.000
H -2.16338 -4.64655 -2.01302 0.00 0.00 0.00 0.000
H -2.13752 -3.52753 0.17951 0.00 0.00 -0.01 0.000
C -1.29622 0.70962 -3.50461 -0.01 0.00 -0.01 0.002
C -0.81719 0.31564 -2.14797 0.02 -0.06 0.00 0.003
N -0.92603 1.05204 -1.10613 0.03 0.00 -0.02 0.093
N -1.43571 2.32338 -1.26152 -0.04 0.06 0.01 0.036
C -1.78318 3.03566 -0.17170 0.02 -0.07 0.00 0.072
N -1.88675 4.33834 -0.26827 -0.03 0.07 -0.02 0.035
S -2.16550 2.24318 1.30950 0.00 -0.02 -0.05 0.566
C -0.11893 -0.97587 -1.93122 -0.05 0.08 -0.01 0.007
C 0.11256 -1.86983 -2.96113 0.02 -0.03 -0.01 0.003
C 0.80752 -3.04259 -2.69145 -0.01 0.02 -0.02 -0.004
C 1.23409 -3.28688 -1.40137 0.01 -0.02 0.01 0.003
C 0.96854 -2.33730 -0.42483 0.01 0.02 0.01 0.005
N 0.32155 -1.20876 -0.68513 0.04 -0.05 0.08 0.107
H -2.12477 1.41270 -3.44157 0.00 0.00 0.00 0.000
H -1.64656 -0.16141 -4.05143 0.00 0.00 0.00 0.000
H -0.48558 1.16477 -4.08112 0.00 0.00 0.01 0.000
H -1.13533 2.82867 -2.08644 0.04 0.01 0.00 0.002
H -1.56035 4.85370 -1.07301 0.01 0.00 0.00 0.002
H -2.09839 4.86385 0.56885 0.01 0.00 0.00 0.001
H -0.23063 -1.66378 -3.96344 0.00 0.00 0.00 0.001
H 1.00751 -3.75043 -3.48453 0.00 0.00 0.00 0.000
H 1.77510 -4.18699 -1.14534 0.00 0.00 0.00 0.001
H 1.30113 -2.47556 0.59630 0.00 0.00 0.00 0.000
O 1.70990 3.78133 2.53912 0.05 0.01 0.00 0.069
S 0.61785 2.98196 2.10837 -0.11 -0.02 0.01 0.019
O -0.69716 3.72959 2.25025 0.03 0.02 -0.01 0.380
O 0.71415 2.54654 0.65471 -0.02 0.04 0.02 0.159
O 0.46293 1.67110 2.82142 -0.02 -0.02 0.07 0.139